No. 1
{
  "formula": "C5H15N3",
  "method": "ωB97M-V/def2-TZVPD",
  "elements": ["N", "N", "N", "C", "C", "C", "C", "C", "H", "H", "H", "H", "H", "H", "H", "H", "H", "H", "H", "H", "H", "H", "H"],
  "positions_angstrom": [[1.3529, -1.9483, 0.8498], [-1.6346, 0.2725, 0.2630], [1.2181, 1.9048, -1.5636], [0.3280, -1.1735, 0.0709], [-2.6966, 0.7509, 1.1280], [0.9475, -0.6529, -1.2418], [1.7473, 0.6410, -1.0325], [-0.4844, -0.2880, 1.0040], [1.8319, -1.3200, 1.4711], [-2.8669, 0.0185, 1.9062], [0.1422, -0.5591, -1.9665], [1.6701, -1.4311, -1.4680], [0.2579, 1.9783, -1.2501], [1.3037, 1.9375, -2.5678], [-0.8478, -0.8065, 1.8853], [0.1863, 0.5297, 1.3237], [-1.3077, 0.9193, -0.4298], [-2.6700, 1.7729, 1.5208], [-0.3841, -1.9411, -0.2589], [-3.6355, 0.7389, 0.5552], [1.9798, 0.7667, 0.0232], [0.8554, -2.6939, 1.3082], [2.7064, 0.5834, -1.5301]],
  "forces_ev_per_angstrom": [[-0.6, 0.7, -1.4], [0.3, -0.8, 1.1], [-0.3, -0.4, 1.0], [-0.2, -2.2, 0.4], [-1.2, 0.1, -1.2], [0.0, 0.7, 1.6], [0.5, 0.5, -0.9], [0.3, 1.7, -1.6], [0.1, -0.2, 0.6], [0.2, 0.0, 0.4], [0.2, 0.1, -0.4], [-0.3, -0.2, -0.6], [-0.1, 0.5, -0.6], [-0.4, -0.1, -0.1], [0.1, -0.3, -0.1], [-0.1, -0.1, 0.5], [-0.2, 0.4, -0.1], [0.7, -0.1, 0.3], [0.0, 0.0, 0.0], [0.1, 0.0, 0.0], [0.0, 0.1, 0.2], [0.3, 0.1, 0.6], [0.4, -0.4, 0.0]],
  "mulliken_charge": [-0.6588, -0.2791, -0.5769, 0.0189, -1.0007, -0.7847, -0.8558, -0.6314, 0.2474, 0.3647, 0.4387, 0.3654, 0.2225, 0.2473, 0.5016, 0.1629, 0.1593, 0.2882, 0.3947, 0.3498, 0.3721, 0.2698, 0.3841],
  "e_tot_ev": -9897.6150,
  "smiles": "CNC[C@H](N)CCN",
  "e_above_lowest_kcal_mol": 35.4,
  "gap_ev": 9.8
}

***

No. 2
{
  "formula": "C5H15N3",
  "method": "ωB97M-V/def2-TZVPD",
  "elements": ["N", "N", "N", "C", "C", "C", "C", "C", "H", "H", "H", "H", "H", "H", "H", "H", "H", "H", "H", "H", "H", "H", "H"],
  "positions_angstrom": [[1.6507, 0.8327, 1.4946], [-0.4819, 2.3682, 0.5315], [0.2119, -2.1489, -1.7214], [-0.7877, 1.0097, 0.9436], [0.2409, -1.1359, 1.7703], [0.2329, -0.8385, -2.1673], [-0.8524, -0.0616, -2.2748], [0.4762, 0.1476, 0.9813], [-0.6696, -2.6281, -1.8362], [0.7025, -0.1287, -0.0703], [-0.7709, 0.9329, -2.6742], [-1.2343, 1.0699, 1.9444], [1.1410, -1.7442, 1.7517], [-0.5745, -1.7066, 1.3330], [1.4906, 1.1078, 2.4563], [1.0084, -2.7165, -1.9586], [-1.8467, -0.4686, -2.1685], [-1.3217, 2.9354, 0.5279], [-0.0041, -0.9067, 2.8061], [-0.1243, 2.3472, -0.4270], [1.7879, 1.6971, 0.9727], [1.2179, -0.4605, -2.4122], [-1.4930, 0.4961, 0.1969]],
  "forces_ev_per_angstrom": [[0.3, 0.1, -0.1], [0.2, 0.2, -0.5], [0.1, -0.1, 0.0], [-0.7, -0.7, -0.8], [0.1, 0.3, -0.3], [-0.6, 0.1, -0.3], [0.4, -0.4, -0.6], [0.1, -0.2, -0.4], [0.1, 0.0, 0.1], [-0.1, 0.2, 0.8], [0.1, 0.2, 0.1], [-0.1, -0.2, -0.2], [0.1, -0.1, 0.0], [-0.1, -0.1, 0.0], [0.0, 0.1, 0.1], [-0.1, 0.0, 0.0], [-0.1, 0.0, 0.3], [0.1, 0.0, -0.1], [0.0, 0.0, 0.2], [-0.2, 0.1, 0.3], [-0.1, -0.2, 0.3], [0.0, 0.1, 0.1], [0.5, 0.5, 1.2]],
  "mulliken_charge": [-0.7005, -0.6568, -0.4008, -0.6049, -1.4986, 0.0707, -1.0247, 1.2100, 0.1972, -0.4955, 0.3274, 0.4751, 0.3577, 0.3193, 0.2632, 0.2148, 0.2764, 0.2214, 0.4338, 0.2339, 0.3204, 0.3285, 0.1319],
  "e_tot_ev": -9897.8298,
  "smiles": "C[C@H](N)CN.C=CN",
  "e_above_lowest_kcal_mol": 30.5,
  "gap_ev": 9.4
}

***

No. 3
{
  "formula": "C5H15N3O",
  "method": "ωB97M-V/def2-TZVPD",
  "elements": ["O", "N", "N", "N", "C", "C", "C", "C", "C", "H", "H", "H", "H", "H", "H", "H", "H", "H", "H", "H", "H", "H", "H", "H"],
  "positions_angstrom": [[1.8427, -0.8600, 1.9508], [-0.8196, -2.2318, 0.6934], [0.9332, 1.1647, -0.8553], [0.1537, 2.6589, -2.3779], [0.5998, -0.6175, 0.9679], [-0.5809, -1.2387, 1.8249], [0.4660, -1.7607, -0.0028], [-0.0328, 1.8280, -1.4547], [-1.4506, 1.4643, -1.0361], [1.8016, 1.1385, -1.2570], [-1.9016, 2.3407, -0.6715], [0.8900, 0.4866, 0.2257], [-1.7118, -1.8811, 0.2916], [0.2139, -1.4479, -1.1431], [1.2818, -2.5098, 0.0317], [1.0207, 3.1624, -2.5581], [1.3640, -0.7570, 2.7630], [-2.0308, 1.1712, -1.8512], [-1.4670, -0.6422, 2.0653], [-0.3008, -1.6120, 2.7894], [-1.0084, -3.2091, 1.1246], [-1.4305, 0.7346, -0.3363], [-0.5479, 3.0426, -3.0215], [2.7153, -0.4247, 1.8374]],
  "forces_ev_per_angstrom": [[-0.1, -1.1, -1.4], [-1.7, -1.1, 2.4], [-2.0, 0.2, 1.2], [0.6, 4.1, -4.3], [0.0, -0.1, 1.1], [0.5, 1.7, -1.2], [-0.4, -0.4, -2.4], [-0.7, -3.8, 3.0], [1.9, 2.4, -1.6], [2.6, 0.7, -1.5], [-0.8, 1.1, 0.8], [-1.4, 0.3, -0.6], [0.8, -0.8, -0.5], [0.7, -0.7, 2.8], [-0.7, 0.2, -0.1], [0.2, -0.8, 0.3], [0.8, 0.5, 1.6], [-0.8, -0.6, -1.6], [0.1, 0.1, -0.5], [0.3, -1.1, 0.3], [0.7, 1.5, -1.6], [0.0, -2.2, 2.3], [-0.2, -0.5, 0.9], [-0.6, 0.3, 0.3]],
  "mulliken_charge": [-0.3042, -0.1518, -0.5280, -0.3230, 0.7647, -1.2375, -0.6027, 0.7074, -1.0254, 0.1530, 0.4364, 0.1538, 0.3899, 0.2542, 0.3464, 0.2565, 0.3922, 0.4038, 0.3172, 0.5167, 0.3733, -0.0079, 0.2702, 0.4451],
  "e_tot_ev": -11925.3622,
  "e_above_lowest_kcal_mol": 64.4,
  "charge": 2,
  "gap_ev": 9.9
}